[1]
This record from the Open Molecules 2025 dataset describes C33H32BrF6N5NaO8PS4 as an isolated structure at a distorted geometry. The level of theory is ωB97M-V/def2-TZVPD.

Last column: Mulliken charge in e.
CARTESIAN COORDINATES (ANGSTROEM)
Na -1.509 -0.634 -0.537  0.58
C 2.276 0.420 6.853  -1.55
C 2.373 0.195 5.367  1.24
C 1.218 0.060 4.601  -0.95
C 1.284 -0.136 3.232  0.05
C 2.526 -0.208 2.613  -0.58
C 3.687 -0.068 3.354  -0.84
C 3.606 0.126 4.727  -0.83
S 2.685 -0.262 0.813  1.42
O 1.501 2.337 0.571  -0.18
O 4.069 0.236 0.564  -0.87
N 2.732 -1.900 0.541  -0.42
C 1.928 -2.832 1.302  -0.82
C 0.389 -2.691 1.371  0.57
O -0.171 -3.686 1.866  -0.84
O -0.164 -1.596 1.063  -0.31
H 1.673 1.303 7.077  0.29
H 3.263 0.561 7.295  0.38
H 1.803 -0.431 7.349  0.32
H 0.247 0.121 5.082  0.38
H 0.386 -0.247 2.635  0.67
H 4.635 -0.085 2.829  0.54
H 4.515 0.238 5.311  0.24
H 2.267 -2.846 2.342  0.23
H 2.122 -3.828 0.902  0.45
F -2.601 5.303 -1.505  -0.25
C -3.518 4.466 -0.973  0.61
F -3.153 4.237 0.296  -0.23
F -4.682 5.117 -0.959  -0.24
S -3.580 2.898 -1.996  0.63
O -0.905 1.748 -0.311  0.92
O -4.051 3.428 -3.288  -0.71
N -4.828 2.301 -1.136  -0.65
S -4.870 0.798 -0.722  1.02
O -3.817 -0.046 -1.243  -0.55
O -6.210 0.289 -0.768  -0.71
C -4.531 0.847 1.092  0.59
F -4.656 -0.384 1.603  -0.23
F -5.386 1.652 1.733  -0.26
F -3.290 1.274 1.351  -0.18
C 0.190 4.150 -0.953  -1.51
P 0.390 2.406 -0.593  0.35
C 1.228 1.735 -2.013  0.87
C 2.556 2.006 -2.342  -0.51
C 3.039 1.644 -3.586  -0.78
C 2.197 1.036 -4.512  -0.35
C 0.877 0.774 -4.191  -0.60
C 0.389 1.122 -2.940  -0.71
C 1.359 2.812 1.855  0.02
C 2.534 3.054 2.550  -0.25
C 2.465 3.488 3.863  -0.51
C 1.232 3.679 4.476  -0.69
C 0.067 3.421 3.768  -0.75
C 0.116 2.979 2.452  -0.07
H 1.162 4.603 -1.154  0.43
H -0.291 4.666 -0.123  0.32
H -0.440 4.232 -1.838  0.43
H 3.219 2.439 -1.604  0.33
H 4.080 1.817 -3.828  0.39
H 2.583 0.746 -5.481  0.35
H 0.221 0.284 -4.898  0.31
H -0.648 0.930 -2.697  0.37
H 3.479 2.859 2.059  0.39
H 3.380 3.661 4.414  0.38
H 1.182 4.012 5.505  0.43
H -0.898 3.548 4.242  0.43
H -0.789 2.735 1.909  0.50
Br -5.482 -4.154 -3.187  -0.23
C -4.210 -4.485 -1.794  0.07
C -3.652 -5.752 -1.710  -0.28
C -2.736 -5.963 -0.693  -0.39
C -2.419 -4.925 0.168  -0.66
C -3.044 -3.706 -0.028  -0.31
N -3.942 -3.488 -0.995  -0.15
H -3.920 -6.523 -2.418  0.39
H -2.256 -6.929 -0.590  0.38
H -1.658 -4.998 0.933  0.50
H -2.810 -2.859 0.608  0.61
C -0.505 -2.914 -5.710  -0.96
N 0.603 -2.788 -4.800  0.38
C 1.942 -2.812 -5.145  -0.22
C 2.615 -2.618 -3.982  -0.93
N 1.732 -2.481 -2.943  -0.02
C 0.509 -2.581 -3.441  -0.60
S -1.014 -2.555 -2.636  -0.21
H -0.234 -3.589 -6.524  0.35
H -0.793 -1.947 -6.133  0.26
H -1.358 -3.309 -5.162  0.32
H 2.268 -2.956 -6.161  0.42
H 3.679 -2.558 -3.810  0.40
H 2.543 -2.021 -0.482  0.35

Properties
multiplicity: 1
ΔE to the lowest compared entry with this formula, charge and spin: 0.0 kcal per mole
frontier orbital gap: 5.646 eV
total charge: -2

=====

[2]
This record from the Open Molecules 2025 dataset describes a 4-piece molecular cluster, C2H13NO3 overall at a distorted geometry. The level of theory is ωB97M-V/def2-TZVPD.

Last column: natural (NBO) charge in e.
CARTESIAN COORDINATES (ANGSTROEM)
C 0.194 -0.728 -0.600  -0.63
C 1.645 -0.796 -0.664  -0.22
N 2.398 -0.225 0.511  -0.87
H -0.231 -1.161 0.312  0.20
H -0.227 -1.280 -1.427  0.22
H -0.308 0.244 -0.710  0.24
H 2.051 -0.277 -1.525  0.19
H 1.832 -1.877 -0.731  0.16
H 3.348 -0.127 0.282  0.37
H 2.165 -0.835 1.374  0.36
H -3.966 -0.370 -2.044  0.46
H -3.026 -1.446 -2.074  0.46
O -3.171 -0.570 -2.469  -0.92
H 1.075 2.675 1.946  0.49
H 1.262 1.007 1.731  0.52
O 0.776 1.803 2.051  -1.02
H -2.469 1.830 1.489  0.46
H -1.258 1.072 1.534  0.49
O -2.089 1.058 1.016  -0.95

Properties
multiplicity: 1
ΔE to the lowest compared entry with this formula, charge and spin: 34.0 kcal per mole
frontier orbital gap: 10.504 eV
SMILES: CCN.O.O.O
total charge: 0

=====

[3]
This record from the Open Molecules 2025 dataset describes a 2-piece molecular cluster, C4H9NO2 overall at a distorted geometry. The level of theory is ωB97M-V/def2-TZVPD.

Last column: natural (NBO) charge in e.
CARTESIAN COORDINATES (ANGSTROEM)
C 1.889 -0.470 -1.695  -0.44
N 1.967 0.398 -0.569  -0.48
C 1.929 1.075 0.384  0.23
O -0.523 0.680 1.818  -0.75
C -1.283 0.869 0.636  -0.10
C -1.709 -0.506 0.136  -0.08
O -0.576 -1.346 0.023  -0.74
H 1.361 -1.375 -1.389  0.26
H 1.318 0.021 -2.488  0.23
H 2.895 -0.697 -2.055  0.22
H 0.335 1.120 1.704  0.50
H -2.160 1.495 0.847  0.17
H -0.681 1.368 -0.135  0.17
H -2.446 -0.937 0.832  0.16
H -2.176 -0.435 -0.853  0.18
H -0.097 -1.190 0.854  0.48

Properties
multiplicity: 1
ΔE to the lowest compared entry with this formula, charge and spin: 61.9 kcal per mole
frontier orbital gap: 10.961 eV
total charge: 0

=====

[4]
This record from the Open Molecules 2025 dataset describes C8H21F5FeN8O21S3 as an isolated structure at a distorted geometry. The level of theory is ωB97M-V/def2-TZVPD.

Last column: natural (NBO) charge in e.
CARTESIAN COORDINATES (ANGSTROEM)
Fe -0.797 -1.354 -2.079  2.04
C 1.294 1.282 0.932  0.75
F 1.719 2.526 1.075  -0.29
F 2.247 0.593 0.305  -0.30
F 1.041 0.768 2.113  -0.28
S -0.237 1.178 -0.141  2.32
O -0.139 2.298 -1.041  -0.94
O -0.059 -0.111 -0.889  -0.92
O -1.371 1.130 0.729  -0.91
N 2.226 -4.262 -0.808  -1.03
S 2.918 -3.661 0.517  2.45
O 2.839 -4.476 1.681  -0.88
O 2.736 -2.240 0.635  -0.94
F 4.427 -3.838 0.080  -0.48
S 0.669 -3.966 -0.452  2.46
O 0.212 -2.639 -0.926  -1.02
O 0.097 -4.479 0.733  -0.81
F 0.049 -4.866 -1.595  -0.48
C -3.013 3.325 2.930  -0.49
N -3.893 2.240 2.406  0.55
O -4.065 1.312 3.171  -0.39
O -4.355 2.321 1.289  -0.39
H -3.386 3.558 3.926  0.24
H -3.088 4.236 2.348  0.24
H -2.037 2.862 3.029  0.24
C -1.871 -0.464 4.139  -0.48
N -1.808 -1.865 3.584  0.52
O -2.587 -2.665 4.060  -0.38
O -0.850 -2.174 2.899  -0.37
H -1.959 0.140 3.241  0.23
H -0.953 -0.154 4.617  0.25
H -2.813 -0.446 4.668  0.25
C 0.924 2.198 -3.904  -0.47
N -0.004 1.069 -4.245  0.58
O -0.793 1.271 -5.127  -0.26
O -0.083 0.098 -3.492  -0.53
H 1.640 1.819 -3.185  0.25
H 0.275 2.983 -3.532  0.27
H 1.397 2.495 -4.836  0.25
C 4.260 0.071 -2.825  -0.48
N 3.418 -1.063 -2.351  0.55
O 2.202 -0.883 -2.282  -0.48
O 3.962 -2.107 -2.126  -0.29
H 4.233 0.798 -2.018  0.23
H 3.860 0.467 -3.754  0.22
H 5.238 -0.347 -3.035  0.26
C -3.546 -3.064 1.330  -0.50
N -3.336 -1.860 0.459  0.57
O -4.252 -1.104 0.305  -0.30
O -2.248 -1.759 -0.120  -0.51
H -3.815 -2.673 2.306  0.26
H -2.611 -3.601 1.434  0.26
H -4.395 -3.617 0.943  0.25
C -4.014 1.771 -2.261  -0.48
N -3.616 0.328 -2.269  0.58
O -4.438 -0.523 -2.369  -0.24
O -2.397 0.096 -2.153  -0.55
H -4.877 1.890 -2.907  0.26
H -3.109 2.304 -2.522  0.24
H -4.356 1.963 -1.242  0.29
C 4.700 2.156 1.093  -0.49
N 6.141 2.098 1.445  0.53
O 6.871 1.382 0.792  -0.37
O 6.514 2.900 2.276  -0.36
H 4.493 1.568 0.202  0.21
H 4.350 3.159 0.890  0.24
H 4.220 1.606 1.902  0.24

Properties
multiplicity: 6
frontier orbital gap (spin up / spin down): 7.679 / 4.348 eV
total charge: +1

=====

[5]
This record from the Open Molecules 2025 dataset describes C5H10Si as an isolated structure at a distorted geometry. The level of theory is ωB97M-V/def2-TZVPD.

Last column: natural (NBO) charge in e.
CARTESIAN COORDINATES (ANGSTROEM)
C 2.892 -0.538 0.146  -0.17
C 1.724 -0.305 0.114  -0.53
C -1.128 -2.135 0.092  -0.83
C -0.267 1.460 1.412  -1.12
C -0.494 0.883 -1.696  -1.13
Si -0.049 0.145 0.007  1.46
H 3.990 -0.659 0.408  0.25
H -0.852 -2.731 1.007  0.21
H -2.123 -2.087 0.162  0.18
H -0.737 -2.443 -0.851  0.20
H -0.790 2.404 1.262  0.25
H -0.992 1.003 2.169  0.24
H 0.490 1.726 2.085  0.25
H -1.547 0.988 -1.980  0.25
H -0.084 1.953 -1.683  0.24
H -0.032 0.337 -2.652  0.26

Properties
multiplicity: 1
ΔE to the lowest compared entry with this formula, charge and spin: 60.4 kcal per mole
frontier orbital gap: 9.748 eV
total charge: 0

=====

[6]
This record from the Open Molecules 2025 dataset describes C2H4OY as an isolated structure at a distorted geometry. The level of theory is ωB97M-V/def2-TZVPD.

Last column: natural (NBO) charge in e.
CARTESIAN COORDINATES (ANGSTROEM)
H -0.366 1.153 -0.684  0.08
Y 0.986 -0.679 -1.391  1.37
C -1.599 -1.154 -0.051  -0.99
H -1.918 -1.500 -1.042  0.25
H -1.372 -1.889 0.729  0.25
C -2.113 0.065 0.389  0.42
O -1.612 1.218 0.119  -0.57
H -2.829 0.051 1.233  0.19

Properties
multiplicity: 1
ΔE to the lowest compared entry with this formula, charge and spin: 105.1 kcal per mole
frontier orbital gap (spin up / spin down): 5.689 / 5.723 eV
total charge: +1